Below is 4 unconnected molecules or ions with the total composition C37H69N3O11PS at a distorted geometry, with properties calculated with ωB97M-V with the def2-TZVPD basis set.

## Properties
HOMO-LUMO gap in eV: 8.7
Net charge: +1
DFT total energy in Ha: -3182.542790

Structure (XYZ):
```
122
C37H69N3O11PS | the Open Molecules 2025 dataset | ωB97M-V with the def2-TZVPD basis set
C -1.08 -7.39 -0.26
C -1.30 -6.78 -1.59
O -2.36 -6.68 -2.10
O -0.17 -6.40 -2.24
C 0.42 -5.18 -1.78
C -0.10 -3.99 -2.58
C 1.03 -3.13 -3.11
C 0.64 -1.72 -3.51
C -0.03 -0.98 -2.35
C 0.10 0.53 -2.39
C 1.02 1.09 -1.31
O 0.85 0.44 -0.04
C 0.02 0.83 0.97
O -0.06 1.96 1.33
C -0.70 -0.28 1.58
C -0.97 -1.47 0.90
C -1.65 -2.51 1.55
C -2.04 -2.37 2.89
C -1.77 -1.18 3.55
C -1.11 -0.13 2.91
C 1.14 2.62 -1.42
O 1.75 3.31 -0.40
C 3.07 2.91 -0.05
C 3.88 4.11 0.38
C 4.42 4.85 -0.83
C 3.09 4.99 1.39
C 3.12 6.49 1.12
C 4.42 7.05 1.65
C 1.96 7.21 1.86
C -0.12 3.44 -1.73
C -0.76 4.20 -0.56
P -2.49 4.02 -0.26
O -3.32 3.96 -1.48
O -2.72 5.29 0.66
O -2.68 2.77 0.69
N -1.02 2.72 -2.69
C -1.24 1.22 -2.51
N -2.15 0.88 -1.49
N -1.78 0.89 -3.84
C -2.71 0.12 -4.03
S -3.90 -0.81 -4.27
H -0.57 -8.33 -0.38
H -2.03 -7.58 0.20
H -0.47 -6.77 0.39
H 0.22 -5.05 -0.72
H 1.49 -5.29 -1.88
H -0.69 -4.43 -3.38
H -0.78 -3.44 -1.95
H 1.46 -3.64 -3.97
H 1.81 -3.08 -2.36
H 0.00 -1.75 -4.38
H 1.57 -1.20 -3.73
H -1.07 -1.28 -2.30
H 0.42 -1.35 -1.44
H 0.62 0.77 -3.32
H 2.00 0.75 -1.63
H -0.68 -1.59 -0.12
H -1.83 -3.42 1.02
H -2.52 -3.20 3.37
H -2.07 -1.07 4.58
H -0.88 0.78 3.43
H 1.78 2.73 -2.30
H 3.57 2.41 -0.87
H 3.01 2.18 0.76
H 4.74 3.69 0.90
H 3.63 5.29 -1.42
H 5.14 5.60 -0.56
H 4.93 4.14 -1.46
H 2.08 4.62 1.47
H 3.52 4.85 2.38
H 2.98 6.72 0.07
H 4.45 6.93 2.73
H 4.54 8.10 1.42
H 5.28 6.53 1.27
H 1.30 7.67 1.14
H 2.32 7.95 2.56
H 1.34 6.50 2.40
H 0.25 4.25 -2.34
H -0.26 4.00 0.37
H -0.63 5.26 -0.72
H -3.67 5.43 0.81
H -3.57 2.39 0.59
H -0.59 2.78 -3.62
H -1.94 3.18 -2.79
H -2.94 1.51 -1.46
H -1.74 0.83 -0.57
C -0.46 -8.33 -6.97
C -0.14 -6.87 -6.68
C 1.00 -6.74 -5.68
O -1.29 -6.18 -6.20
H -0.78 -8.83 -6.05
H -1.28 -8.41 -7.68
H 0.40 -8.86 -7.36
H 0.13 -6.37 -7.61
H 0.71 -7.19 -4.73
H 1.20 -5.68 -5.49
H 1.91 -7.21 -6.03
H -1.56 -6.60 -5.38
C -0.59 -6.64 5.09
C -0.65 -5.12 5.00
C 0.25 -4.47 6.04
O -1.99 -4.66 5.14
H -0.95 -6.97 6.07
H -1.24 -7.09 4.33
H 0.42 -7.01 4.94
H -0.34 -4.80 4.00
H -0.08 -4.74 7.05
H 0.20 -3.38 5.96
H 1.29 -4.78 5.92
H -2.31 -4.92 6.01
C -2.62 5.06 5.20
C -1.40 5.83 4.73
C -1.79 6.94 3.76
O -0.43 4.97 4.12
H -3.12 4.59 4.35
H -2.33 4.27 5.89
H -3.34 5.71 5.70
H -0.89 6.27 5.59
H -2.26 6.51 2.87
H -0.91 7.50 3.44
H -2.49 7.64 4.22
H -0.84 4.56 3.34
```

---

Below is a molecular structure, C13H30FI2O9S3 at a distorted geometry, with properties calculated with ωB97M-V with the def2-TZVPD basis set.

## Properties
HOMO-LUMO gap in eV: 4.2
Net charge: -1
DFT total energy in Ha: -3080.229212
Relative energy (zero: lowest compared OMol25 entry of this formula, charge and spin) in eV: 1.1328

Structure (XYZ):
```
58
C13H30FI2O9S3 | the Open Molecules 2025 dataset | ωB97M-V with the def2-TZVPD basis set
C 1.67 1.83 3.79
C 0.96 2.77 2.79
I 2.32 4.52 2.59
C -0.41 3.27 3.30
I -1.21 4.78 1.85
C -1.46 2.16 3.37
F -0.81 0.87 3.18
H 2.72 1.78 3.49
H 1.67 2.22 4.81
H 1.28 0.80 3.75
H 0.88 2.35 1.79
H -0.31 3.81 4.24
H -1.79 2.17 4.44
O 5.30 0.63 1.82
S 4.79 -0.70 2.01
O 4.71 -1.28 3.32
O 5.60 -1.71 1.05
C 7.03 -1.70 1.13
C 7.55 -2.46 2.33
C 3.22 -0.85 1.22
H 7.40 -0.67 1.12
H 7.38 -2.18 0.21
H 7.29 -1.95 3.26
H 8.64 -2.55 2.29
H 7.11 -3.45 2.38
H 3.30 -0.46 0.21
H 2.51 -0.26 1.80
H 2.93 -1.89 1.22
O -5.19 2.64 -0.18
S -4.01 2.37 -0.95
O -3.03 3.39 -1.21
O -4.46 1.73 -2.36
C -5.43 2.44 -3.13
C -4.82 3.61 -3.88
C -3.19 0.96 -0.29
H -6.26 2.77 -2.50
H -5.84 1.72 -3.85
H -4.49 4.39 -3.19
H -5.55 4.05 -4.57
H -3.94 3.29 -4.45
H -3.92 0.16 -0.15
H -2.76 1.25 0.68
H -2.41 0.65 -0.97
O -3.33 -2.55 -1.41
S -1.94 -2.88 -1.41
O -0.93 -1.86 -1.35
O -1.63 -3.83 -2.67
C -2.05 -3.38 -3.97
C -1.10 -2.34 -4.54
C -1.62 -4.07 -0.15
H -3.07 -2.99 -3.92
H -2.06 -4.26 -4.61
H -1.14 -1.41 -3.98
H -1.36 -2.12 -5.58
H -0.07 -2.70 -4.50
H -2.35 -4.87 -0.23
H -1.72 -3.56 0.81
H -0.61 -4.45 -0.27
```

---

Below is 2 unconnected molecules or ions with the total composition CH4O3, with properties calculated with ωB97M-V with the def2-TZVPD basis set.

## Properties
HOMO-LUMO gap in eV: 11.1
SMILES string: O=CO.O
DFT total energy in Ha: -266.229637
Relative energy (zero: lowest compared OMol25 entry of this formula, charge and spin) in eV: 0.1738

Structure (XYZ):
```
8
CH4O3 | the Open Molecules 2025 dataset | ωB97M-V with the def2-TZVPD basis set
O -1.72 -0.71 0.97
H -0.17 0.34 -0.15
H -1.70 -1.67 1.01
H -2.48 -0.44 1.50
O 0.26 0.45 -1.01
C 1.57 0.62 -0.82
O 2.17 0.32 0.17
H 2.06 1.08 -1.68
```